(1)
The following is a DFT calculation (wB97M-V/def2-TZVPD) of C21H35AsIrN4O3S2Si3 as an isolated structure.

The charge is -1. The gap between HOMO and LUMO comes out at 0.24787 Ha. For the max |F|, the calculation gives 0.63 eV/Å. The total energy is -5271.25692 hartree.

Last column: natural (NBO) charge in e.
Positions of all 70 atoms, in Å:
Ir -0.1269 -1.0597 -1.2333  0.68
N -1.8967 -1.4298 -2.3297  -0.75
C -2.7498 -2.3468 -1.5253  -0.31
C -1.9496 -3.2202 -0.5419  0.62
O -2.4706 -4.2363 -0.0691  -0.70
N -0.7662 -2.7054 -0.2754  -0.61
C 0.2383 -3.3330 0.5491  -0.36
C 1.4993 -2.4483 0.6288  0.79
O 2.4829 -2.8448 1.2194  -0.65
O 1.4179 -1.2437 0.1011  -0.75
H -2.4429 -0.6590 -2.6975  0.39
H -1.5057 -1.9145 -3.1373  0.41
H -3.3540 -2.9899 -2.1651  0.21
H -3.4255 -1.7367 -0.9238  0.21
H 0.5402 -4.3040 0.1503  0.23
H -0.1209 -3.5078 1.5683  0.21
S 0.9262 0.5757 -2.6624  -0.24
C 2.4146 -0.3067 -2.9286  -0.15
C 3.6072 0.3686 -3.1543  -0.18
C 4.7949 -0.3211 -3.3807  -0.16
C 6.0053 0.4205 -3.5931  0.30
N 6.9596 1.0403 -3.7602  -0.34
C 4.7925 -1.7195 -3.3841  -0.15
C 3.5989 -2.4033 -3.1657  -0.18
C 2.4139 -1.7191 -2.9471  -0.15
S 0.9039 -2.5888 -2.7111  -0.16
C 5.9996 -2.4586 -3.6187  0.29
N 6.9593 -3.0579 -3.8253  -0.33
H 3.6139 1.4507 -3.1478  0.23
H 3.6004 -3.4850 -3.1575  0.23
C -2.6576 3.6754 0.9974  -1.12
Si -2.2046 2.2934 -0.1886  1.43
C -1.3767 3.0543 -1.6836  -1.13
C -3.8088 1.4628 -0.7122  -1.11
As -0.7887 0.5470 0.5475  -0.38
Si 1.1713 1.5768 1.4524  1.51
C 2.0218 0.5314 2.7442  -1.14
C 0.6537 3.2018 2.2508  -1.13
C 2.3689 1.9592 0.0856  -1.15
Si -1.9015 -0.3303 2.4687  1.45
C -2.5732 1.0916 3.5011  -1.12
C -3.3764 -1.3802 2.0163  -1.13
C -0.7177 -1.3370 3.5124  -1.13
H -3.2937 4.3773 0.4491  0.23
H -1.7849 4.2214 1.3532  0.24
H -3.2133 3.3254 1.8661  0.24
H -2.1127 3.5573 -2.3170  0.23
H -0.8642 2.3002 -2.2814  0.27
H -0.6289 3.7929 -1.3852  0.24
H -4.4306 2.1524 -1.2886  0.24
H -4.3876 1.1260 0.1508  0.23
H -3.6033 0.5895 -1.3305  0.22
H 1.5226 0.5695 3.7126  0.22
H 3.0306 0.9361 2.8687  0.24
H 2.1196 -0.5063 2.4266  0.28
H -0.1943 3.1037 2.9300  0.23
H 0.4021 3.9489 1.4957  0.23
H 1.5008 3.5850 2.8278  0.24
H 2.7172 1.0297 -0.3666  0.27
H 3.2275 2.4916 0.5067  0.23
H 1.9258 2.5615 -0.7079  0.25
H -3.4502 1.5342 3.0257  0.23
H -1.8409 1.8830 3.6657  0.23
H -2.8821 0.7109 4.4792  0.24
H -4.0604 -0.8538 1.3471  0.23
H -3.9259 -1.6146 2.9332  0.24
H -3.0979 -2.3255 1.5543  0.27
H -0.1946 -0.7129 4.2369  0.24
H 0.0346 -1.8517 2.9145  0.26
H -1.2859 -2.0938 4.0599  0.24

Force components x, y, z for each atom (eV/Å):
Ir 0.0978 -0.1384 -0.0900
N 0.2274 0.0078 -0.2244
C -0.0377 -0.0190 -0.0073
C -0.0216 0.0057 -0.0230
O 0.0084 0.0071 -0.0286
N -0.1637 0.1340 0.4169
C 0.0441 -0.0509 -0.0822
C -0.1979 0.1880 -0.0149
O -0.0355 -0.0050 0.1628
O 0.4660 -0.3379 -0.2643
H 0.0649 0.0921 0.0676
H -0.1556 -0.0236 -0.0752
H 0.0123 -0.0280 0.0270
H -0.0286 0.0362 0.0050
H -0.0087 -0.0070 -0.0092
H 0.0490 -0.0276 -0.0144
S -0.0998 -0.0181 0.1967
C -0.0944 -0.0995 -0.1148
C 0.0412 0.0032 -0.0308
C -0.0172 0.0609 0.0029
C 0.0018 0.0008 0.0089
N -0.0015 -0.0014 -0.0126
C -0.0130 -0.0712 -0.0154
C 0.0356 -0.0128 -0.0425
C -0.1639 0.1240 -0.0764
S 0.2546 0.0080 0.2037
C 0.0130 0.0281 -0.0137
N -0.0070 -0.0155 0.0142
H 0.0033 0.0019 0.0186
H -0.0019 -0.0039 -0.0047
C 0.0182 -0.0260 0.0468
Si 0.0254 0.0009 -0.1245
C -0.0219 -0.0055 0.0226
C 0.0232 -0.0135 0.0556
As -0.4001 0.1481 0.2110
Si 0.0831 0.0018 -0.0733
C -0.0962 -0.0494 0.0124
C 0.0145 0.0073 0.0265
C 0.0171 -0.0432 -0.0735
Si 0.0446 0.0977 -0.0183
C 0.0374 0.0106 0.0342
C -0.0499 -0.0008 -0.1074
C 0.0306 -0.0225 -0.0535
H -0.0023 0.0060 0.0065
H -0.0128 0.0059 -0.0187
H -0.0112 0.0136 -0.0100
H -0.0129 0.0275 0.0302
H -0.0442 0.0543 -0.0346
H 0.0168 -0.0212 0.0062
H 0.0050 0.0085 0.0017
H 0.0056 0.0111 -0.0058
H -0.0381 -0.0376 -0.0501
H 0.0024 0.0090 0.0194
H -0.0023 0.0161 0.0126
H 0.0498 0.0120 0.0049
H 0.0195 0.0005 -0.0008
H 0.0133 0.0006 -0.0019
H 0.0014 0.0137 -0.0117
H 0.0169 0.0107 0.0250
H -0.0120 0.0133 0.0315
H 0.0109 0.0122 0.0212
H -0.0055 -0.0142 0.0180
H -0.0106 -0.0150 0.0137
H -0.0058 -0.0137 -0.0065
H -0.0103 -0.0154 0.0013
H 0.0054 0.0319 0.0159
H 0.0404 -0.0958 -0.0613
H -0.0113 -0.0003 0.0044
H -0.0024 0.0184 0.0402
H -0.0031 0.0041 0.0102


(2)
The following is a DFT calculation (wB97M-V/def2-TZVPD) of C5H6N2O in the gas phase at a distorted geometry.

The charge is 0. The structure (SMILES) is C=C(C#N)N(C)C=O. The gap between HOMO and LUMO comes out at 0.37245 Ha. For the max |F|, the calculation gives 3.75 eV/Å. The total energy is -378.80419 hartree.

Last column: natural (NBO) charge in e.
Positions of all 14 atoms, in Å:
C -1.7989 0.9082 -0.1407  -0.36
C -0.5770 0.4372 -0.0622  0.07
C 0.3777 1.4995 0.1287  0.24
N 0.9288 2.4156 0.6027  -0.28
N -0.0118 -0.7726 -0.4523  -0.44
C -0.5899 -1.5721 -1.5516  -0.40
C 0.9260 -1.2821 0.3825  0.53
O 1.1035 -0.7924 1.4747  -0.56
H -1.9310 1.8727 0.2948  0.23
H -2.7251 0.3612 -0.3443  0.21
H -0.9494 -2.3794 -1.0353  0.20
H -1.2173 -0.9011 -2.0375  0.22
H 0.1713 -1.9238 -2.2767  0.21
H 1.3769 -2.1352 0.0085  0.12

Force components x, y, z for each atom (eV/Å):
C -2.0544 -0.7674 0.6657
C 1.1489 0.6425 -1.4441
C 1.3047 2.1596 2.7754
N -0.6921 -1.6691 -1.5442
N -0.0653 -0.1043 -1.0313
C 3.1339 1.0609 0.3985
C -1.4705 1.8534 1.4183
O 0.7396 -0.3116 0.0764
H -0.1794 0.7122 -0.3464
H 0.5892 -0.1212 -0.0760
H -1.9617 -2.2481 0.2867
H -1.6824 0.4593 -0.9324
H -0.1593 0.3555 0.4836
H 1.3490 -2.0216 -0.7302


(3)
The following is a DFT calculation (wB97M-V/def2-TZVPD) of C3H11N5 as an isolated structure at a distorted geometry.

The charge is 0. The gap between HOMO and LUMO comes out at 0.31887 Ha. For the max |F|, the calculation gives 7.34 eV/Å. The total energy is -394.37440 hartree.

Last column: natural (NBO) charge in e.
Positions of all 19 atoms, in Å:
C -0.1188 2.3319 1.5620  -0.43
C -0.3467 -0.3821 0.1791  0.56
C -0.0531 -1.2501 -2.3930  -0.47
H 0.2475 3.2831 0.9455  0.15
H -0.2380 2.7030 2.6830  0.21
H 0.6603 1.5907 1.8536  0.24
H -1.4985 2.5045 0.2897  0.35
H -1.3439 0.8967 -1.1603  0.40
H 0.5021 -1.9373 -0.7422  0.42
H -0.4023 -2.6095 -2.8123  0.23
H 1.2724 -1.1118 -2.7695  0.19
H -0.6529 -0.1482 -2.7416  0.20
H 0.8300 -2.7603 1.6208  0.35
H 1.9954 -1.7096 1.4851  0.36
N -1.0895 1.7624 0.8334  -0.47
N -0.6864 0.9270 -0.1837  -0.46
N -0.3170 -1.3810 -0.8540  -0.69
N 0.1851 -0.7976 1.2445  -0.43
N 1.0540 -1.9116 0.9600  -0.71

Force components x, y, z for each atom (eV/Å):
C 5.5644 3.5991 3.1465
C 1.2827 -1.3759 -3.8853
C 0.1471 0.5055 -0.2021
H 0.4139 -1.7493 1.6215
H -1.2562 -0.5497 -2.3064
H -0.0502 0.5782 -1.1049
H -0.8516 0.1344 0.4378
H 2.0911 0.3509 4.1017
H 0.1058 -0.7801 1.6739
H 0.7547 4.8469 0.7647
H -4.1799 -0.3285 1.4111
H 1.6051 -3.9095 0.0960
H -0.3919 1.9061 -1.6614
H -2.0911 0.2980 -1.3397
N -5.5289 -0.0827 -0.9331
N -0.7996 -3.3024 -3.9180
N -0.1717 1.3218 -4.3282
N 0.7759 0.8920 2.2029
N 2.5805 -2.3548 4.2230